# C40H31Br2CrN3O3P2

A molecular structure, C40H31Br2CrN3O3P2 (the ωB97M-V functional and the def2-TZVPD basis, the Open Molecules 2025 dataset).

Each line ends with the Löwdin spin population.
Cartesian coordinates (Å):
H  1.31  2.67  1.67  -0.0002
H  -3.76  -0.31  -4.31  0.0000
C  2.20  -2.81  -0.77  -0.0040
C  -0.24  -2.51  -2.22  -0.0003
C  2.19  2.90  -1.39  -0.0012
Br  -4.94  0.04  -0.68  0.0006
H  3.39  0.13  -1.04  0.0002
C  0.98  -0.55  2.78  -0.0009
C  4.07  -4.75  -0.10  0.0001
H  -0.78  -3.60  -5.38  0.0000
C  -1.41  -2.97  -1.62  0.0001
Br  -4.71  5.20  1.58  0.0004
H  4.48  -4.86  -2.20  0.0000
H  1.78  -2.72  1.34  -0.0002
H  0.06  -1.97  5.68  -0.0001
C  0.00  -1.59  4.67  -0.0013
C  2.27  5.05  -2.46  -0.0012
H  0.45  4.90  2.39  0.0000
C  -1.23  -1.19  2.66  -0.0015
H  2.81  -3.15  -2.81  0.0000
H  3.36  0.71  -2.72  0.0001
P  0.48  0.85  -2.06  -0.0114
H  -2.39  0.30  -2.34  -0.0001
C  -0.58  0.55  -3.48  -0.0018
C  -2.12  -0.16  -5.69  0.0000
C  3.31  -4.16  0.90  0.0000
C  -1.94  0.27  -3.33  -0.0001
H  -1.60  -2.75  -0.58  0.0000
C  0.27  2.92  1.55  -0.0005
H  -2.83  -4.47  -4.30  0.0000
N  -0.51  2.01  1.01  -0.0053
C  -2.43  3.49  1.26  -0.0002
N  1.67  -0.43  -2.22  0.0088
C  -3.92  1.41  0.09  0.0022
H  2.52  2.23  -0.60  -0.0001
C  -2.58  1.23  0.25  0.0016
C  -1.56  4.46  1.82  -0.0001
H  -2.71  -0.44  -6.55  0.0000
H  3.45  4.51  -0.74  0.0000
H  1.07  0.64  -4.86  0.0000
H  -2.07  -2.13  4.39  0.0000
C  -0.01  -2.73  -3.58  0.0001
C  1.26  2.46  -2.33  -0.0027
Cr  -0.04  0.15  0.19  0.9809
C  1.10  -1.01  4.07  -0.0001
O  -1.89  0.14  -0.14  0.0279
C  -2.11  -3.92  -3.72  0.0002
C  0.81  3.33  -3.32  -0.0014
C  -2.34  -3.69  -2.37  0.0000
H  -5.61  2.73  0.36  -0.0001
O  3.17  0.32  2.53  0.0029
C  -3.82  3.62  1.06  0.0023
P  0.92  -1.61  -1.17  -0.0096
C  2.11  0.09  2.02  0.0033
H  4.80  -5.51  0.16  0.0000
C  -1.84  2.28  0.86  -0.0001
C  2.37  -3.18  0.56  -0.0004
C  -1.19  -1.68  3.96  -0.0001
C  0.01  0.46  -4.75  -0.0003
H  2.66  6.06  -2.52  -0.0001
C  -0.23  4.17  1.96  -0.0007
H  2.06  -0.89  4.58  0.0000
C  3.11  -0.13  -2.06  0.0006
H  -3.25  -4.05  -1.90  0.0000
H  0.98  5.29  -4.16  0.0000
H  -1.96  5.41  2.12  0.0000
O  1.78  0.36  0.75  0.0199
C  1.32  4.62  -3.39  0.0001
C  -0.95  -3.43  -4.32  0.0000
H  3.45  -4.44  1.93  0.0000
N  -0.16  -0.64  2.09  -0.0046
C  -2.71  -0.08  -4.43  0.0000
H  0.87  -2.32  -4.06  0.0001
C  -0.76  0.11  -5.84  -0.0001
H  0.08  3.01  -4.05  -0.0001
H  -0.30  0.04  -6.82  0.0000
C  -4.54  2.61  0.50  -0.0005
H  3.70  -0.98  -2.38  0.0001
C  3.89  -4.39  -1.43  -0.0003
C  2.95  -3.42  -1.77  -0.0008
C  2.71  4.18  -1.46  0.0002
H  -2.14  -1.23  2.06  -0.0001

- 2S+1 = 2
- calculated total energy (eV) = -239678.142
- HOMO-LUMO gap (alpha / beta) (eV) = 7.109 / 7.572
- charge = +1
- ΔE to the lowest compared entry with this formula, charge and spin (kJ/mol) = 0.0
- highest occupied orbital energy (alpha / beta) (eV) = -10.72 / -10.76
- F_max (eV/Å) = 0.63